Computed, not measured: a molecular structure, C11H23BaClNO6P2 in a non-equilibrium geometry, with ωB97M-V with the def2-TZVPD basis set.

Each line ends with the Löwdin charge.
Positions of all 45 atoms, in Å:
Ba1 -0.069 0.959 1.817  1.814
P1 2.616 -0.525 1.272  0.719
C1 2.369 -0.473 -0.508  -0.264
C2 1.196 -0.812 -1.179  -0.339
N1 -0.005 -0.323 -0.609  -0.044
C3 -1.255 -0.719 -1.117  -0.298
C4 -1.230 -1.647 -2.137  -0.040
C5 -0.078 -2.043 -2.804  -0.024
C6 1.144 -1.589 -2.319  -0.006
C7 -2.518 -0.442 -0.326  -0.313
P2 -2.755 1.346 0.068  0.750
H1 2.076 -1.871 -2.763  0.124
H2 -2.197 -2.078 -2.450  0.132
H3 -0.122 -2.733 -3.658  0.129
H4 -3.390 -0.677 -0.962  0.105
H5 -2.571 -1.046 0.599  0.101
H6 4.385 3.670 -2.454  0.049
H7 3.257 -0.747 -1.078  0.070
H8 -0.198 3.434 -0.888  0.021
O1 4.350 2.788 -2.877  -0.059
H9 3.764 2.837 -3.613  0.010
H10 0.118 0.600 -0.312  -0.090
O2 -0.120 2.596 -1.289  -0.096
H11 -1.075 2.180 -1.371  0.005
C8 -3.098 1.932 -1.638  -0.275
H12 -4.145 1.720 -1.820  0.046
H13 -3.026 3.021 -1.702  0.060
H14 -2.569 1.396 -2.471  0.086
C9 -4.428 1.406 0.810  -0.260
H15 -4.568 2.343 1.366  0.049
H16 -5.206 1.368 0.037  0.052
H17 -4.609 0.614 1.546  0.058
C10 1.997 -2.207 1.735  -0.233
H18 2.883 -2.821 1.853  0.041
H19 1.448 -2.204 2.688  0.008
H20 1.384 -2.602 0.938  0.042
C11 4.429 -0.686 1.282  -0.257
H21 4.778 -0.125 2.143  0.036
H22 4.675 -1.748 1.370  0.051
H23 4.790 -0.230 0.354  0.047
O3 0.336 -1.986 4.557  -0.306
Cl1 -0.498 -0.811 4.540  0.688
O4 -1.294 -0.538 5.692  -0.263
O5 0.432 0.374 4.330  -0.591
O6 -1.401 -0.902 3.348  -0.538

Net charge: +1
E_HOMO: -10.3251 eV
LUMO level: -3.602 eV
ΔE to the lowest compared entry with this formula, charge and spin: 324.3 kJ/mol
Total energy: -57335.172 eV